(1)
This record from the OMol25 dataset describes a structure of composition C32H78AsF6N8O4. The level of theory is ωB97M-V/def2-TZVPD.

```
129
Properties=species:S:1:pos:R:3:forces:R:3
As -17.921530 -9.775850 13.843750 1.8 0.0 -0.6
F -18.577980 -10.025740 12.158000 0.5 0.6 2.0
F -17.110410 -9.665430 15.449620 -1.4 0.5 -1.3
F -18.856440 -11.223660 14.373320 0.4 1.0 -0.2
F -19.339500 -8.788800 14.398550 1.6 -0.9 -0.8
F -16.996540 -8.278040 13.221170 -1.7 -2.3 1.1
F -16.540310 -10.858140 13.456980 -1.5 1.1 -0.1
O -20.197890 -15.863060 12.660320 0.5 -0.4 -0.6
O -15.913690 -11.112900 8.164380 -0.8 0.8 1.7
O -17.628910 -3.927760 14.005650 -0.4 2.4 -0.3
O -17.906100 -9.443170 20.308890 -0.6 -0.4 -0.8
N -17.247600 -15.565530 13.564450 0.7 -2.0 -0.7
N -22.861870 -10.929030 15.890900 -3.3 0.2 1.1
N -14.774820 -8.551510 9.856190 -1.2 -1.1 1.3
N -16.243160 -5.141000 16.233570 2.0 0.7 -0.7
N -21.975880 -8.659460 11.444120 0.0 -0.9 -0.4
N -21.349440 -10.739870 11.253180 1.0 1.9 -0.3
N -17.013300 -12.091390 18.928480 0.2 0.6 -0.9
N -24.643080 -12.360600 15.745730 2.2 3.6 0.3
C -16.064100 -14.791260 14.181830 -1.0 -0.4 1.3
C -17.019700 -9.540380 19.196580 0.8 -0.3 1.3
C -16.202300 -10.783600 9.554620 1.6 -1.2 0.0
C -16.942740 -17.094490 13.667660 0.6 0.5 1.2
C -20.544800 -11.911020 10.941520 -1.1 -1.0 -0.6
C -19.817620 -16.008170 13.992050 0.4 1.2 0.6
C -18.541130 -15.231580 14.352640 0.7 0.4 -1.0
C -22.750160 -9.381120 12.295590 0.7 -1.4 0.7
C -17.339120 -5.802930 15.346920 0.9 0.0 0.8
C -22.299850 -10.680640 12.212150 -0.7 0.3 0.6
C -17.562610 -11.876600 17.447670 0.6 -0.9 1.6
C -13.991770 -8.846040 8.581990 -0.7 1.3 0.5
C -25.457420 -13.605940 15.708910 -1.2 -0.1 0.0
C -15.963930 -13.197820 18.872420 -0.5 -0.9 0.2
C -23.263170 -12.221210 15.692100 -1.3 0.0 0.5
C -16.226820 -10.834760 19.408020 -1.6 0.3 -0.9
C -25.105410 -11.052280 15.992980 -0.8 -4.1 -0.6
C -21.254690 -6.492230 12.596500 0.7 -1.1 -1.3
C -17.450490 -5.264730 13.900430 0.4 -0.9 1.0
C -17.288890 -15.226110 12.068310 0.5 0.9 1.0
C -21.162810 -9.487170 10.767060 -0.3 -0.6 1.0
C -13.939580 -8.935780 11.098520 -1.0 0.9 -0.9
C -24.008100 -10.200480 16.154330 2.3 -0.3 -0.5
C -14.836700 -5.217420 15.562040 -1.6 -1.2 0.4
C -16.131110 -5.919220 17.521320 0.4 0.6 -0.5
C -22.030530 -7.222510 11.395610 0.7 2.0 0.9
C -15.138510 -7.064030 9.959710 0.4 -0.6 -0.8
C -26.450020 -13.568920 16.872070 0.1 -1.0 0.2
C -21.494280 -10.469590 16.007560 0.7 0.5 -0.9
C -18.212130 -12.499330 19.839370 1.2 -1.1 -1.2
C -16.359150 -3.662440 16.579160 -2.0 -0.4 0.0
C -16.198130 -9.315550 9.880490 0.6 0.8 -1.3
H -17.896350 -12.831000 17.040450 -0.1 -0.3 0.5
H -13.173200 -8.126960 8.613090 0.2 -0.3 -0.2
H -15.827020 -3.501970 17.516810 0.3 0.3 -0.5
H -21.607390 -6.954870 10.427410 0.0 0.4 0.2
H -16.795180 -8.891410 9.073190 0.3 0.6 -0.2
H -20.278700 -12.479130 11.832900 0.5 0.6 0.2
H -16.316270 -13.741390 14.331090 -0.2 0.1 -0.6
H -14.076590 -4.861000 16.257240 -0.2 0.2 -0.2
H -21.084320 -5.457830 12.298050 -0.5 0.1 0.3
H -14.674700 -8.552090 7.784930 0.3 -0.4 -0.3
H -18.250050 -5.738670 13.331070 -0.1 -0.5 0.3
H -16.093180 -10.894220 20.488160 0.4 -0.4 -0.1
H -15.332860 -5.435400 18.084180 0.1 -0.3 0.0
H -19.023050 -11.780530 19.957050 0.8 0.5 0.1
H -17.783430 -12.896610 20.759420 -0.2 0.5 0.1
H -16.263410 -15.338740 11.716420 -0.1 -0.4 -0.1
H -15.850100 -6.927860 17.218330 -0.2 -0.1 0.5
H -21.189000 -10.241940 14.986250 0.5 -0.2 0.0
H -18.612070 -13.346600 19.282340 -0.2 -0.2 0.2
H -26.177600 -10.928930 16.032940 -0.1 0.6 0.2
H -20.248380 -6.896040 12.707760 0.2 -0.3 -0.4
H -14.625010 -8.727130 11.919960 0.3 -0.5 0.3
H -16.400100 -11.935870 8.076450 0.2 -0.2 -0.8
H -25.990840 -13.716850 17.849500 0.2 0.5 0.0
H -18.002820 -15.805650 11.483040 0.0 0.1 0.4
H -16.288310 -8.747550 19.353400 0.2 0.2 -0.6
H -18.435780 -11.227920 17.517700 0.5 0.3 -0.2
H -15.775170 -6.842440 10.816250 -0.1 -0.5 -0.1
H -19.713040 -17.014950 14.396470 -0.2 -0.3 -0.5
H -23.474830 -8.915100 12.946800 0.0 0.0 -0.2
H -17.122110 -11.274960 9.871820 -0.5 0.6 0.0
H -15.602710 -13.544700 19.840550 -0.6 0.4 0.4
H -22.541710 -13.023900 15.652330 -0.1 -0.2 -0.3
H -23.067310 -6.888620 11.436990 0.0 -0.2 -0.3
H -21.631800 -6.614950 13.611800 -0.8 0.3 -0.3
H -13.645410 -9.877670 8.519670 -0.3 0.2 0.1
H -26.049110 -13.592770 14.793590 0.2 0.1 -0.3
H -18.625290 -8.859050 20.057520 -0.1 0.2 0.4
H -16.428790 -14.064460 18.402370 0.1 0.0 -0.1
H -20.449220 -9.221560 10.001150 -0.1 0.1 0.1
H -17.140790 -6.873480 15.398660 0.2 0.0 -0.1
H -16.755270 -11.589650 16.773920 -0.1 0.7 0.4
H -19.714400 -11.650080 10.285450 -0.1 -0.1 0.3
H -21.241750 -12.588490 10.448160 0.3 -0.1 -0.6
H -15.998090 -17.365090 13.195950 0.0 0.5 -0.3
H -14.251410 -6.435620 10.038760 0.2 -0.3 -0.1
H -20.893660 -11.260650 16.456530 0.0 0.3 -0.1
H -14.752480 -6.296250 15.431140 0.7 0.1 -0.5
H -13.564210 -9.956790 11.029730 -0.3 0.1 0.0
H -16.133340 -3.029270 15.721140 0.5 -0.2 0.3
H -15.309100 -10.833050 18.819890 0.0 0.0 0.3
H -15.462790 -11.302550 10.164470 0.4 0.0 0.2
H -24.009260 -9.171340 16.481820 0.1 0.2 -0.1
H -13.117960 -8.221640 11.153550 0.1 -0.2 -0.1
H -27.089550 -14.449150 16.806600 -0.1 -0.1 -0.4
H -18.191830 -5.625730 16.002350 -0.6 0.1 -0.6
H -15.982560 -15.180770 15.196590 0.2 -0.2 0.0
H -17.418120 -3.494030 16.774940 0.0 0.2 0.2
H -21.440820 -9.516110 16.533030 -0.2 -0.3 0.3
H -15.082860 -14.885440 13.716650 -0.5 -0.4 -0.6
H -15.032940 -12.945590 18.364740 -0.5 0.6 -0.4
H -20.762910 -16.608560 12.444510 -0.2 -0.2 -0.4
H -17.504100 -9.470780 18.222610 0.1 0.1 0.0
H -17.447120 -14.147680 12.060580 -0.5 0.0 -0.4
H -18.551370 -14.149850 14.219050 -0.8 0.1 -0.2
H -18.510900 -3.735430 14.332310 -0.2 0.3 -0.1
H -14.881050 -4.667850 14.621770 0.2 -0.1 0.3
H -16.547800 -5.379080 13.300290 0.2 -0.5 0.3
H -17.024880 -5.829120 18.138690 -0.2 -0.2 -0.4
H -27.139520 -12.726220 16.821710 0.2 0.1 0.1
H -18.415690 -15.391890 15.423470 0.6 -0.3 -0.1
H -17.696160 -17.794180 13.305890 -0.4 0.7 -0.2
H -15.642710 -6.845290 9.018410 -0.1 0.3 0.2
H -16.735870 -9.064240 10.794700 0.6 -0.2 0.3
H -24.780740 -14.458370 15.649140 0.0 0.1 0.3
H -20.618730 -15.505490 14.533920 0.1 -0.1 0.9
H -22.510230 -11.576920 12.776800 -0.4 0.1 -0.2
H -16.795710 -17.258900 14.735120 -0.1 -0.2 0.0
```
Positions in Å, forces in eV/Å.

Results
Maximum force ... 4.236 eV Å⁻¹
Charge ... +6
E_LUMO (alpha / beta) ... -15.61 / -19.71 eV
2S+1 ... 2
Kohn-Sham gap (alpha / beta) ... 6.31 / 2.20 eV
Energy above the lowest of the compared OMol25 structures with the same formula, charge and spin ... 0.000 eV

=====

(2)
This record from the OMol25 dataset describes a cluster of 11 separate species, C32H80F6NO34S12 in total. The level of theory is ωB97M-V/def2-TZVPD.

```
165
Properties=species:S:1:pos:R:3:forces:R:3
S 1.997908 6.788229 10.880665 -2.4 -1.3 1.2
S 7.912018 8.923559 -2.575195 -1.6 -0.3 -1.3
S -11.591832 -1.381261 -0.512515 -0.3 0.4 -1.6
S 4.394298 1.466239 5.670315 -0.3 -0.6 0.1
S -9.379802 5.546179 4.765185 -0.3 0.2 0.4
S 5.252918 0.699249 -8.473905 -1.5 0.5 1.2
S -5.657902 -10.313601 -1.691825 1.2 0.4 1.1
S 8.633628 -6.771431 -4.430305 0.9 -0.7 2.2
S 0.165308 -1.813181 0.401185 2.0 -4.4 -2.7
S 0.604898 -10.472971 -6.138905 -0.4 3.0 0.6
S -1.826812 -0.908591 1.545755 -1.6 0.0 1.0
S -0.912302 7.301219 0.230005 1.1 1.4 -0.2
F -3.300052 -0.502841 3.882725 1.5 -0.5 -0.6
F -1.057722 -0.537731 4.054915 -0.9 0.3 0.3
F 2.435878 -2.541251 -0.893135 -0.3 1.7 0.3
F 2.757308 -1.101731 0.702625 1.2 0.4 0.7
F -2.174942 1.174009 3.201065 0.6 -0.3 0.3
F 1.845438 -0.366741 -1.126225 0.9 -0.6 -0.1
O 0.962288 6.373629 9.617995 2.6 0.3 0.8
O -10.700702 4.943649 4.961255 2.0 0.9 -0.6
O -10.580282 -2.719981 -0.668575 -0.7 1.9 0.4
O 0.411108 7.946819 0.435875 -2.9 -1.0 -0.2
O -5.967042 -8.896681 -1.491005 0.2 -2.0 -0.8
O 0.464998 -10.680391 -4.723885 -0.5 -0.6 -0.7
O 9.333258 9.066609 -2.841755 -1.9 -0.4 0.3
O -11.461722 -0.688001 0.806195 -0.3 -2.1 -3.2
O 5.212508 1.438269 4.455415 -1.3 0.1 1.8
O 1.918888 8.201249 11.162825 0.2 -0.8 -0.7
O 4.851088 2.110289 6.885065 -0.2 -0.9 -1.3
O -1.832602 7.862869 -0.784465 1.7 -1.3 2.0
O -1.751882 7.235199 1.707335 2.2 -0.7 -2.3
O 4.002658 -0.082621 6.095455 0.2 1.7 -0.1
O 8.492268 -5.655321 -3.212085 1.0 0.4 -1.9
O -9.203012 5.999909 3.138235 0.3 -0.4 3.3
O -11.519642 -0.581661 -1.763155 0.3 -1.4 2.8
O -8.949872 6.669419 5.586245 -0.7 -1.2 -1.5
O 7.361998 -7.487461 -4.436955 2.0 1.5 -0.4
O 5.010648 -0.083531 -9.689625 0.2 1.8 1.3
O -2.824662 -0.250951 0.753375 0.6 0.9 -0.1
O -4.423382 -10.672161 -0.614615 -2.0 -0.6 -1.7
O 7.543638 7.278499 -2.772785 1.3 2.7 0.4
O 0.431858 -2.915591 1.289955 0.9 0.0 0.1
O 6.904988 9.770209 -3.282045 2.4 -2.2 1.6
O -2.098692 -2.302221 1.782035 0.4 0.3 0.3
O 3.258868 6.108989 10.747555 -1.3 0.6 -0.5
O 1.563748 -9.147131 -6.238735 0.0 -1.4 -0.9
O -5.282582 -10.867041 -2.987505 -0.8 0.9 1.6
O 6.341718 1.949729 -8.736425 -1.2 -2.2 0.0
O 4.157748 1.304269 -7.651105 2.9 -1.4 -2.6
O 1.185808 -11.418251 -7.027015 -0.2 -0.1 0.1
O -0.649892 -2.207371 -0.760255 1.2 1.4 1.0
O 9.309408 -6.248571 -5.600875 -1.2 -0.1 0.9
N -0.235422 -0.536621 1.161085 -3.0 1.3 1.1
C 7.550668 3.275599 -10.222455 -0.4 -0.3 -1.1
C 9.031778 -3.750631 -1.985915 -0.7 0.8 -0.5
C 1.251728 -7.949461 -5.557645 -1.3 1.1 0.7
C -9.886022 5.233359 2.169895 0.6 0.7 -2.9
C 1.189048 -6.796921 -6.549835 0.1 -0.1 -0.6
C 9.645038 -4.706481 -3.001455 -1.4 0.4 0.9
C -9.286722 -2.970511 1.361855 -0.1 0.0 -0.9
C -0.531932 5.513459 -0.041565 -1.0 0.7 0.8
C -13.102932 -2.447771 -0.715855 1.1 1.2 1.6
C -3.518562 -8.778951 0.556295 0.5 0.1 0.3
C 6.176498 -0.418521 -7.416105 0.2 1.4 0.1
C -1.013672 -9.802051 -6.865955 1.4 -0.7 0.8
C -3.840042 8.350989 1.941375 1.0 0.4 0.3
C 6.169068 6.892169 -2.812515 0.3 -1.2 -1.4
C 9.858478 -7.759691 -3.471465 -0.4 -0.6 -0.2
C 1.972678 -1.404081 -0.280585 -3.4 -1.1 -0.4
C 3.721358 -1.076431 5.110145 -0.2 -2.1 0.1
C 0.936868 5.987399 12.233655 1.1 1.5 -0.4
C -8.999422 5.269599 0.862255 0.0 -0.8 0.4
C -0.194932 7.161509 9.433735 -2.0 -1.0 -0.1
C -6.980272 -11.316951 -0.893245 0.9 0.1 -1.4
C 2.719148 2.096349 5.312075 1.4 0.1 -0.7
C 7.603268 9.025569 -0.818625 0.1 0.6 -0.2
C -9.269392 -2.499701 -0.117625 0.9 0.1 1.0
C 6.240438 5.345849 -2.889175 -1.2 0.2 0.5
C -2.252772 8.476669 2.190155 -2.3 -0.4 0.6
C 7.334818 1.794529 -9.801675 -0.2 1.3 -0.2
C 3.253678 -2.362251 5.862185 0.0 0.8 -0.7
C -8.046132 4.305079 4.842015 -0.6 0.8 -0.9
C -2.107742 -0.172631 3.306265 0.0 0.7 -1.2
C -3.306262 -9.807991 -0.550515 0.7 1.8 1.3
C -1.319432 6.236819 8.892015 0.0 0.1 0.0
H 2.348468 -2.148781 6.430625 0.4 0.2 0.6
H -13.200162 -2.861831 0.287735 -0.2 -0.3 -0.2
H 0.288638 -8.035571 -5.054495 -0.2 -0.2 0.0
H -4.450612 9.086769 2.464765 0.3 0.5 -0.3
H 10.522518 -5.168761 -2.549315 -0.2 -0.6 -0.3
H -7.227572 4.889869 4.422395 0.1 -0.3 -0.1
H 0.155568 5.160009 0.726885 -0.2 0.4 0.2
H 8.114378 8.206129 -0.313305 0.0 0.2 -0.1
H 1.924098 -7.738261 -4.726135 0.5 -0.3 -0.3
H -0.534752 7.544449 10.396015 0.2 0.4 -0.1
H -7.816412 -11.317501 -1.592515 -0.2 0.7 0.2
H 9.654708 -2.902331 -1.702275 0.6 -0.5 0.3
H -8.497702 -3.013681 -0.690695 -0.6 -0.7 -0.2
H -8.954672 -1.474321 -0.311685 -0.3 0.4 0.6
H 5.763428 7.305089 -3.736135 -0.2 -0.1 0.0
H -8.691492 6.247009 0.490835 -0.4 0.2 0.4
H -9.636532 -4.002731 1.346135 -0.1 -0.1 0.0
H 6.532408 9.050839 -0.616805 0.1 -0.3 -0.2
H -12.913692 -3.215161 -1.466455 0.0 0.4 0.0
H -2.284102 6.730469 9.009555 0.0 0.4 -0.3
H -7.177672 -10.889721 0.089915 0.0 -0.3 -0.2
H -1.682332 9.352249 1.880215 -0.5 0.0 -1.1
H 6.562728 4.893159 -1.951465 0.3 0.2 0.0
H 5.225488 4.970029 -3.018485 -0.2 0.1 -0.1
H -8.389132 3.529779 4.156915 0.4 -0.2 0.1
H -4.080552 8.280999 0.880545 0.3 0.6 -0.1
H -10.789832 5.789539 1.921165 -0.3 -0.4 0.2
H 0.702728 4.928839 12.120825 0.3 0.3 -0.2
H -1.506492 5.038399 0.070955 0.2 -0.3 -0.2
H 8.582908 -4.270781 -1.139715 0.5 0.0 0.1
H 9.948458 -4.163101 -3.896325 -0.3 -0.4 -0.2
H 8.121538 3.461839 -11.132145 1.2 -0.7 0.3
H -1.165232 5.992829 7.840925 0.0 0.1 0.0
H -8.071732 4.707959 0.971955 0.1 0.0 0.5
H -7.744142 3.930359 5.820015 -0.7 0.2 0.0
H 6.961828 1.164979 -10.609525 -0.4 0.3 0.0
H 2.468188 1.559299 4.397375 -0.6 0.0 0.2
H -8.305462 -2.993501 1.835895 0.0 0.3 -0.1
H 8.222668 1.270689 -9.447515 0.1 0.3 0.4
H 2.859548 3.143109 5.042525 0.0 0.0 0.1
H -10.092602 4.193419 2.422815 0.0 0.2 0.4
H -2.004392 8.519609 3.250615 -0.4 -0.5 0.3
H 5.482808 -1.142921 -6.989295 0.2 -0.1 -0.4
H 0.856488 -5.837411 -6.153815 0.3 -0.1 0.5
H -2.630592 -8.147511 0.586535 0.1 0.1 0.0
H 6.647618 3.671329 -10.687195 -0.8 -0.2 0.9
H -3.592712 -9.234181 1.543905 -0.2 -0.1 0.0
H 2.031428 2.025519 6.154765 0.3 -0.4 -0.1
H -4.261462 7.417979 2.315535 0.8 -0.3 0.4
H -4.361382 -8.108301 0.389005 -0.1 -0.3 -0.1
H -1.586402 -10.691651 -7.128065 0.0 0.2 -0.1
H 6.568038 0.207219 -6.614085 0.0 -0.1 0.1
H 10.048398 -7.259341 -2.521895 -0.2 -0.1 -0.2
H -10.006112 -2.386141 1.935525 0.2 0.1 0.0
H 4.074238 -2.813451 6.420035 -0.3 0.0 0.2
H -2.422072 -10.401001 -0.316775 -0.2 -0.3 -0.1
H -6.687542 -12.364981 -0.956735 0.5 0.1 0.7
H 6.801758 4.905079 -3.713035 0.3 0.6 0.0
H 9.354818 -8.707221 -3.280115 0.1 0.0 0.1
H 5.554988 7.264949 -1.992735 0.3 -0.1 0.3
H 4.626808 -1.284111 4.539945 0.0 0.1 0.0
H -0.099102 7.943119 8.680065 0.6 0.2 0.4
H -1.523832 -9.221841 -6.097065 0.1 -0.1 0.0
H -0.757662 -9.171611 -7.717485 0.0 -0.3 0.0
H 0.054028 6.621189 12.317395 -0.2 -0.2 -0.5
H 7.016458 -0.786121 -8.005545 -0.3 -0.4 0.1
H -0.068062 5.318219 -1.008415 -0.3 0.6 -0.1
H 7.857418 3.952169 -9.424795 0.1 -0.3 0.0
H -3.028662 -9.188911 -1.403615 -0.6 -0.6 -0.8
H 1.474328 6.248879 13.145175 0.3 -0.5 0.0
H 2.151568 -6.673241 -7.046175 0.0 0.1 0.1
H 2.841728 -3.065571 5.138485 0.5 -0.1 -0.3
H 0.465038 -6.989171 -7.341635 0.0 -0.4 -0.1
H -1.484012 5.286749 9.400335 0.6 0.0 0.4
H 10.818538 -7.965521 -3.944775 -0.3 0.3 -0.5
H -9.474112 4.747499 0.031475 -0.5 0.1 0.1
H 2.904988 -0.914331 4.406315 0.0 1.1 0.1
H 8.203118 -3.207951 -2.440795 -0.3 -0.3 -0.3
H 7.994558 10.002129 -0.533415 0.2 -0.1 0.1
H -13.923142 -1.750561 -0.886865 0.1 -0.2 -0.3
```
Positions in Å, forces in eV/Å.

Results
Maximum force ... 5.533 eV Å⁻¹
Charge ... -1
E_LUMO ... 1.39 eV
2S+1 ... 1
Kohn-Sham gap ... 8.19 eV
Energy above the lowest of the compared OMol25 structures with the same formula, charge and spin ... 9.812 eV